Record 1
Density functional theory data (ωB97M-V with the def2-TZVPD basis set) for a molecular structure, C28H74Li4N8O13 in a non-equilibrium geometry.

The HOMO energy comes out at -12.23 eV. The charge is +2. For the LUMO energy, the calculation gives -6.7 eV.

Cartesian coordinates (Å):
Li (-3.72, -2.36, 1.45)
Li (-2.39, 0.62, 1.83)
Li (-0.62, 2.98, 1.49)
Li (-1.39, -1.56, 3.38)
O (-1.19, 1.46, 0.41)
C (-0.55, 0.30, -0.04)
C (-1.30, -1.06, 0.06)
O (-1.86, -1.41, 1.34)
H (0.42, 0.13, 0.44)
H (-0.38, 0.38, -1.12)
H (-0.61, -1.85, -0.27)
H (-2.14, -1.12, -0.63)
C (0.42, -4.86, 1.94)
O (-0.78, -5.15, 1.99)
N (0.80, -3.63, 1.49)
N (1.44, -5.69, 2.23)
H (0.05, -2.97, 1.35)
H (1.72, -3.37, 1.20)
H (2.37, -5.39, 1.98)
H (1.27, -6.63, 2.53)
C (-0.23, -4.63, -2.72)
O (0.00, -5.47, -3.58)
N (-0.81, -3.43, -3.03)
N (-0.18, -4.94, -1.39)
H (-0.82, -2.75, -2.29)
H (-1.06, -3.19, -3.98)
H (-0.50, -4.37, -0.63)
H (-0.02, -5.91, -1.17)
C (-4.59, 1.12, -3.97)
O (-3.54, 0.46, -4.64)
C (-2.46, 0.12, -3.79)
C (-1.44, -0.51, -4.73)
N (-1.96, -1.77, -5.25)
C (-1.14, -2.30, -6.33)
C (-1.44, -3.75, -6.68)
O (-2.77, -3.86, -7.15)
C (-3.12, -5.17, -7.49)
H (-4.32, 2.17, -3.79)
H (-4.85, 0.74, -2.97)
H (-5.49, 1.07, -4.57)
H (-2.71, -0.66, -3.06)
H (-2.14, 1.03, -3.28)
H (-0.47, -0.75, -4.26)
H (-1.25, 0.20, -5.54)
H (-2.93, -1.72, -5.51)
H (-0.11, -2.33, -5.96)
H (-1.26, -1.73, -7.26)
H (-1.32, -4.35, -5.77)
H (-0.76, -4.02, -7.49)
H (-4.11, -5.18, -7.97)
H (-3.14, -5.83, -6.63)
H (-2.50, -5.57, -8.31)
C (-1.15, -4.03, 5.14)
O (-2.03, -3.03, 4.65)
C (-3.43, -3.22, 4.73)
C (-3.92, -4.37, 3.85)
N (-3.41, -4.24, 2.45)
C (-4.17, -5.19, 1.59)
C (-3.98, -4.91, 0.12)
O (-4.42, -3.58, -0.12)
C (-4.23, -3.17, -1.49)
H (-0.86, -3.81, 6.16)
H (-0.27, -4.17, 4.51)
H (-1.60, -5.02, 4.99)
H (-3.99, -2.30, 4.53)
H (-3.77, -3.40, 5.75)
H (-5.00, -4.46, 3.79)
H (-3.44, -5.28, 4.22)
H (-2.41, -4.40, 2.42)
H (-5.21, -5.08, 1.88)
H (-3.80, -6.20, 1.77)
H (-4.52, -5.65, -0.49)
H (-2.94, -5.08, -0.19)
H (-3.20, -3.37, -1.80)
H (-4.40, -2.09, -1.50)
H (-4.98, -3.62, -2.14)
C (2.58, 2.50, -1.16)
O (3.41, 2.98, -0.12)
C (4.30, 4.01, -0.51)
C (5.19, 4.37, 0.67)
N (5.50, 5.80, 0.66)
C (6.19, 6.21, 1.87)
C (6.83, 7.60, 1.75)
O (7.61, 7.88, 2.90)
C (6.85, 8.03, 4.08)
H (1.70, 3.11, -1.38)
H (2.17, 1.52, -0.91)
H (3.20, 2.37, -2.05)
H (3.73, 4.87, -0.89)
H (4.86, 3.73, -1.41)
H (6.10, 3.77, 0.76)
H (4.54, 4.24, 1.54)
H (5.96, 6.09, -0.19)
H (6.93, 5.46, 2.16)
H (5.41, 6.30, 2.64)
H (6.06, 8.35, 1.52)
H (7.53, 7.68, 0.92)
H (6.42, 7.11, 4.50)
H (5.97, 8.65, 3.88)
H (7.50, 8.47, 4.83)
C (-0.93, 5.44, -0.76)
O (-0.51, 4.90, 0.47)
C (0.65, 5.55, 1.03)
C (1.28, 4.80, 2.17)
N (1.39, 3.34, 1.96)
C (2.11, 2.68, 3.06)
C (1.93, 1.19, 2.95)
O (2.32, 0.55, 4.17)
C (3.72, 0.35, 4.28)
H (-1.26, 6.48, -0.76)
H (-1.82, 4.90, -1.08)
H (-0.15, 5.25, -1.50)
H (0.35, 6.56, 1.32)
H (1.37, 5.64, 0.21)
H (0.89, 4.95, 3.18)
H (2.28, 5.25, 2.24)
H (2.02, 3.19, 1.16)
H (1.78, 3.05, 4.04)
H (3.15, 3.00, 2.99)
H (2.59, 0.73, 2.19)
H (0.94, 0.83, 2.64)
H (4.23, 1.32, 4.34)
H (4.09, -0.22, 3.42)
H (3.95, -0.22, 5.17)
O (-3.34, 2.77, -0.82)
H (-2.53, 2.25, -0.62)
H (-3.99, 2.48, -0.18)

***

Record 2
Density functional theory data (ωB97M-V with the def2-TZVPD basis set) for a single C3H4N2O2 molecule in a non-equilibrium geometry.

The HOMO energy comes out at -8.66 eV. Its structure (SMILES) is Nc1c[nH]oc1=O. For the LUMO energy, the calculation gives 0.4 eV.

Cartesian coordinates (Å):
N (-1.81, 0.39, -0.02)
C (-0.42, 0.24, -0.01)
C (0.76, 1.00, 0.19)
N (1.84, 0.16, -0.16)
O (1.40, -1.10, -0.57)
C (-0.03, -1.03, -0.64)
O (-0.70, -2.02, -0.98)
H (-2.17, -0.52, -0.15)
H (-2.20, 0.91, 0.80)
H (1.20, 2.01, 0.55)
H (2.13, -0.06, 0.98)

***

Record 3
Density functional theory data (ωB97M-V with the def2-TZVPD basis set) for a molecular structure, C14H24O9V in a non-equilibrium geometry.

Its spin multiplicity is 2. The HOMO energy (alpha / beta) comes out at -7.02 / -6.99 eV. For the LUMO energy (alpha / beta), the calculation gives 0.1 / 0.1 eV.

Cartesian coordinates (Å):
O (-2.23, -2.74, -0.49)
V (-0.92, -2.00, 0.07)
C (-0.83, -3.19, 3.36)
O (-0.82, -3.08, 1.98)
H (0.11, -3.06, 3.88)
H (-1.58, -2.56, 3.85)
H (-1.25, -4.15, 3.64)
C (1.01, -3.68, -2.45)
O (0.39, -2.86, -1.49)
H (1.58, -3.09, -3.17)
H (1.76, -4.30, -1.96)
H (0.37, -4.37, -2.99)
O (-2.36, -0.49, 1.02)
C (-2.61, 0.43, 1.75)
O (-3.58, 1.22, 1.46)
C (-3.85, 2.12, 2.51)
C (-2.61, 2.04, 3.31)
C (-2.01, 0.72, 3.08)
H (-4.71, 1.71, 3.03)
H (-4.06, 3.08, 2.04)
H (-2.79, 2.13, 4.38)
H (-1.96, 2.88, 3.09)
H (-2.42, -0.06, 3.72)
H (-0.92, 0.66, 3.04)
O (0.80, -0.65, 0.71)
C (1.70, 0.14, 0.53)
O (1.50, 1.42, 0.64)
C (2.69, 2.19, 0.40)
C (3.73, 1.19, -0.21)
C (3.11, -0.19, 0.04)
H (3.17, 2.67, 1.25)
H (2.48, 2.86, -0.44)
H (4.69, 1.23, 0.30)
H (3.83, 1.50, -1.25)
H (3.67, -0.85, 0.71)
H (3.05, -0.62, -0.96)
O (-1.25, -0.43, -1.42)
C (-0.75, 0.36, -2.23)
O (-0.44, 1.63, -1.97)
C (0.39, 2.24, -2.99)
C (0.90, 1.03, -3.83)
C (-0.15, -0.01, -3.65)
H (1.20, 2.80, -2.51)
H (-0.17, 2.97, -3.57)
H (1.89, 0.73, -3.48)
H (1.11, 1.40, -4.83)
H (0.11, -1.05, -3.50)
H (-0.96, 0.06, -4.38)

***

Record 4
Density functional theory data (ωB97M-V with the def2-TZVPD basis set) for a molecular structure, C14H15N3O3S2 in a non-equilibrium geometry.

The HOMO energy comes out at -8.07 eV. For the LUMO energy, the calculation gives -0.4 eV.

Cartesian coordinates (Å):
C (-0.14, 0.44, 2.76)
H (-0.75, 0.74, 1.85)
H (-0.31, 1.01, 3.48)
H (1.01, 0.68, 2.46)
O (-0.02, -0.85, 3.09)
C (0.22, -1.39, 4.33)
O (0.64, -0.67, 5.24)
C (0.14, -2.95, 4.35)
H (-0.84, -3.28, 3.94)
H (0.09, -3.12, 5.42)
S (1.29, -4.03, 3.46)
C (0.61, -4.43, 1.96)
C (0.42, -2.96, 1.12)
O (-0.84, -2.97, 0.43)
N (1.48, -2.29, 0.88)
C (1.20, -1.15, 0.25)
N (2.26, -0.15, 0.16)
N (1.96, 0.76, -0.62)
C (0.87, 0.69, -1.40)
C (0.22, 1.70, -2.10)
C (1.25, 2.80, -2.43)
C (0.52, 3.68, -3.22)
C (-0.68, 3.64, -3.87)
C (-1.59, 2.58, -3.45)
C (-0.75, 1.51, -2.83)
H (-1.57, 0.85, -2.49)
C (-2.75, 2.69, -4.00)
H (-3.30, 3.41, -4.23)
H (-3.49, 1.82, -3.44)
H (-2.79, 2.27, -5.12)
H (-0.94, 4.41, -4.57)
H (1.44, 4.65, -3.53)
H (2.11, 2.88, -2.07)
S (-0.05, -0.63, -0.71)
H (2.21, -2.42, 1.49)
H (-0.50, -4.92, 2.03)
H (1.37, -4.99, 1.41)

***

Record 5
Density functional theory data (ωB97M-V with the def2-TZVPD basis set) for a molecular structure, C18H39IO6Si2Yb in a non-equilibrium geometry.

The HOMO energy comes out at -13.40 eV. The charge is +2. For the LUMO energy, the calculation gives -10.1 eV.

Cartesian coordinates (Å):
C (-1.90, -6.47, 1.93)
C (-3.14, -5.42, 1.51)
C (-2.74, -4.48, 0.21)
C (-3.12, -2.92, 0.55)
Si (-1.60, -1.69, 0.37)
C (-0.39, -2.14, 1.79)
C (0.62, -3.41, 1.46)
C (1.12, -3.49, -0.10)
O (2.33, -4.38, -0.12)
O (-2.28, -0.09, 0.42)
Si (-1.14, 1.17, -0.03)
C (-0.67, 1.24, -1.89)
C (0.23, 0.00, -2.46)
O (1.25, 0.53, -3.41)
C (1.33, -0.37, -4.57)
O (2.21, -1.38, -4.51)
C (-2.14, 2.85, 0.26)
O (-1.59, 3.95, -0.53)
C (-1.44, 5.19, 0.25)
C (0.16, 5.57, 0.25)
O (0.86, 4.90, -0.88)
C (2.03, 5.76, -1.17)
C (2.97, 5.21, -2.42)
C (0.36, 1.33, 1.19)
C (1.74, 0.62, 0.68)
C (2.71, 0.47, 2.04)
I (2.90, 1.95, -0.68)
H (-2.36, -7.37, 2.54)
H (-1.39, -6.78, 0.92)
H (-1.21, -5.87, 2.66)
H (-3.37, -4.82, 2.49)
H (-4.13, -6.02, 1.24)
H (-3.46, -4.83, -0.67)
H (-1.65, -4.65, -0.18)
H (-3.47, -2.80, 1.68)
H (-4.05, -2.51, -0.09)
H (-1.06, -1.97, -0.98)
H (0.29, -1.27, 2.18)
H (-1.05, -2.50, 2.72)
H (1.58, -3.25, 2.13)
H (0.18, -4.46, 1.74)
H (0.34, -3.96, -0.84)
H (1.47, -2.48, -0.57)
H (3.09, -3.88, -0.60)
H (-1.63, 1.32, -2.59)
H (-0.03, 2.23, -2.05)
H (-0.50, -0.66, -3.14)
H (0.66, -0.73, -1.66)
H (0.63, -0.14, -5.50)
H (-2.11, 3.00, 1.42)
H (-3.22, 2.62, -0.16)
H (-2.00, 6.05, -0.37)
H (-1.94, 5.17, 1.31)
H (0.60, 5.21, 1.28)
H (0.25, 6.74, 0.17)
H (2.65, 5.89, -0.19)
H (1.66, 6.84, -1.49)
H (3.89, 4.61, -2.02)
H (2.35, 4.54, -3.18)
H (3.40, 6.17, -2.98)
H (0.57, 2.49, 1.39)
H (0.00, 0.89, 2.22)
H (1.63, -0.47, 0.27)
H (3.04, 1.51, 2.46)
H (3.63, -0.23, 1.75)
H (2.09, -0.15, 2.85)
Yb (3.95, 2.01, 3.70)

***

Record 6
Density functional theory data (ωB97M-V with the def2-TZVPD basis set) for a single C3H6N2 molecule.

The HOMO energy comes out at -8.64 eV. Its structure (SMILES) is [H]/N=C\NC=C. For the LUMO energy, the calculation gives 1.1 eV.

Cartesian coordinates (Å):
H (-2.65, -1.12, -0.05)
N (-2.71, -0.09, 0.02)
C (-1.54, 0.39, 0.03)
N (-0.32, -0.25, -0.05)
C (0.91, 0.41, -0.03)
C (2.09, -0.18, 0.03)
H (-1.43, 1.47, 0.08)
H (-0.31, -1.26, -0.09)
H (0.80, 1.49, -0.09)
H (3.00, 0.40, 0.01)
H (2.16, -1.25, 0.15)

***

Record 7
Density functional theory data (ωB97M-V with the def2-TZVPD basis set) for 9 unconnected molecules or ions with the total composition C12H42O15 in a non-equilibrium geometry.

The HOMO energy comes out at -9.73 eV. Its structure (SMILES) is OCCO.OCCO.OCCO.OCCO.OCCO.OCCO.O.O.O. For the LUMO energy, the calculation gives 0.5 eV.

Cartesian coordinates (Å):
O (-3.25, -1.50, 0.31)
C (-4.02, -1.26, 1.57)
C (-4.17, 0.26, 1.68)
O (-5.14, 0.74, 0.74)
H (-3.58, -2.15, -0.29)
H (-4.95, -1.75, 1.41)
H (-3.53, -1.76, 2.44)
H (-3.20, 0.73, 1.59)
H (-4.50, 0.55, 2.64)
H (-4.76, 0.72, -0.14)
O (3.07, -0.27, -1.01)
C (2.46, 0.30, -2.18)
C (3.16, 1.45, -2.83)
O (2.22, 1.89, -3.89)
H (2.73, -0.01, -0.17)
H (2.30, -0.46, -2.95)
H (1.49, 0.68, -1.93)
H (4.13, 1.08, -3.26)
H (3.22, 2.29, -2.12)
H (2.54, 2.74, -4.18)
O (0.13, -4.23, 1.90)
C (1.17, -5.18, 2.12)
C (2.44, -4.56, 2.69)
O (3.01, -3.58, 1.81)
H (-0.41, -4.36, 1.18)
H (0.87, -6.02, 2.75)
H (1.35, -5.56, 1.05)
H (3.15, -5.41, 2.97)
H (2.23, -3.95, 3.66)
H (2.80, -3.85, 0.82)
O (-1.42, 2.23, 1.91)
C (-0.43, 3.21, 2.21)
C (0.24, 3.65, 0.92)
O (0.63, 2.56, 0.05)
H (-2.20, 2.71, 1.59)
H (-0.79, 4.00, 2.92)
H (0.35, 2.72, 2.84)
H (1.01, 4.45, 1.14)
H (-0.51, 4.18, 0.29)
H (1.34, 2.01, 0.41)
O (2.05, -1.01, 1.87)
C (0.65, -0.99, 1.90)
C (0.14, -0.51, 0.52)
O (0.01, -1.64, -0.36)
H (2.48, -1.88, 1.96)
H (0.25, -1.98, 2.03)
H (0.32, -0.36, 2.73)
H (0.86, 0.31, 0.22)
H (-0.78, -0.07, 0.65)
H (-0.58, -1.29, -1.09)
O (-0.69, 1.53, -3.65)
C (-1.24, 2.83, -3.34)
C (-2.65, 2.73, -2.87)
O (-2.69, 2.41, -1.44)
H (0.26, 1.57, -3.77)
H (-0.67, 3.29, -2.49)
H (-1.06, 3.45, -4.19)
H (-3.14, 1.93, -3.50)
H (-3.23, 3.66, -2.84)
H (-1.82, 2.24, -1.11)
O (2.99, 1.53, 1.61)
H (2.80, 0.67, 2.03)
H (3.42, 1.38, 0.76)
O (-1.79, -0.46, -2.03)
H (-2.25, -0.01, -1.30)
H (-1.43, 0.21, -2.61)
O (2.26, -3.33, -0.74)
H (1.53, -2.77, -0.46)
H (2.81, -2.74, -1.19)

***

Record 8
Density functional theory data (ωB97M-V with the def2-TZVPD basis set) for a molecular structure, C23H21Br2N4O2S2Se3TeY in a non-equilibrium geometry.

The HOMO energy comes out at -0.33 eV. The charge is -2. For the LUMO energy, the calculation gives 3.3 eV.

Cartesian coordinates (Å):
Y (-0.10, 0.16, 0.33)
Se (2.16, 0.53, -1.28)
Se (2.66, -1.40, 0.03)
Te (0.60, -2.79, -0.92)
Se (1.54, -5.05, -1.10)
Br (-2.25, -0.67, 7.77)
C (-2.10, -0.69, 5.87)
C (-2.99, -1.43, 5.10)
C (-2.89, -1.43, 3.73)
C (-1.89, -0.69, 3.04)
C (-0.98, 0.02, 3.87)
C (-1.08, 0.02, 5.24)
N (-1.76, -0.64, 1.69)
C (-2.85, -1.07, 0.89)
C (-2.83, -0.99, -0.47)
C (-3.99, -1.37, -1.27)
C (-3.97, -1.28, -2.61)
C (-2.79, -0.79, -3.29)
C (-1.72, -0.45, -2.51)
N (-1.68, -0.54, -1.16)
H (-3.76, -2.01, 5.59)
H (-3.58, -2.04, 3.17)
H (-0.18, 0.59, 3.41)
H (-0.37, 0.59, 5.83)
H (-3.77, -1.39, 1.35)
H (-4.86, -1.75, -0.75)
H (-4.83, -1.58, -3.19)
H (-2.74, -0.70, -4.36)
H (-0.80, -0.10, -2.97)
S (1.81, -1.00, 2.04)
S (-0.06, 2.87, -2.85)
C (0.75, 3.92, -1.82)
N (0.11, 4.70, -0.93)
C (0.81, 5.51, 0.05)
C (2.13, 4.84, 0.42)
C (2.93, 4.65, -0.85)
N (2.09, 4.02, -1.87)
H (-0.83, 4.38, -0.73)
H (0.16, 5.63, 0.92)
H (1.00, 6.51, -0.36)
H (1.93, 3.87, 0.87)
H (2.69, 5.45, 1.14)
H (3.79, 3.99, -0.68)
H (3.31, 5.61, -1.22)
H (2.51, 3.36, -2.49)
Br (-2.12, 7.09, 5.27)
C (-1.64, 5.67, 4.09)
C (-2.49, 5.35, 3.05)
C (-2.13, 4.32, 2.19)
C (-0.93, 3.65, 2.38)
C (-0.09, 3.98, 3.44)
C (-0.44, 5.00, 4.31)
C (-0.51, 2.57, 1.40)
O (-1.30, 2.23, 0.49)
O (0.63, 2.06, 1.54)
H (-3.42, 5.88, 2.91)
H (-2.77, 4.02, 1.37)
H (0.83, 3.42, 3.57)
H (0.20, 5.26, 5.14)

***

Record 9
Density functional theory data (ωB97M-V with the def2-TZVPD basis set) for 2 unconnected molecules or ions with the total composition C10H16O in a non-equilibrium geometry.

The HOMO energy comes out at -8.62 eV. Its structure (SMILES) is Cc1ccc(O)cc1.CCC. For the LUMO energy, the calculation gives 0.8 eV.

Cartesian coordinates (Å):
C (-1.79, 1.16, -1.62)
C (-1.60, 0.14, -0.52)
C (-1.02, -1.07, -0.89)
C (-0.98, -2.16, -0.03)
C (-1.57, -1.98, 1.21)
O (-1.58, -3.00, 2.14)
C (-2.37, -0.89, 1.51)
C (-2.39, 0.18, 0.62)
H (-1.12, 0.94, -2.46)
H (-1.58, 2.21, -1.39)
H (-2.82, 1.12, -1.98)
H (-0.55, -1.18, -1.87)
H (-0.56, -3.12, -0.28)
H (-0.69, -3.29, 2.37)
H (-2.96, -0.97, 2.41)
H (-3.11, 0.98, 0.73)
C (3.37, 0.15, -0.36)
C (2.71, 1.50, -0.14)
C (1.32, 1.47, 0.45)
H (2.66, -0.57, -0.78)
H (3.78, -0.27, 0.55)
H (4.18, 0.22, -1.09)
H (3.35, 2.12, 0.50)
H (2.72, 2.11, -1.03)
H (1.23, 1.22, 1.51)
H (0.72, 2.35, 0.27)
H (0.67, 0.64, 0.14)